Computed, not measured: a single C3H4N2OS molecule in a non-equilibrium geometry, with ωB97M-V/def2-TZVPD.

Properties
Calculated total energy, eV: -19035.85505
Energy above the lowest of the compared OMol25 structures with the same formula, charge and spin, eV: 3.193
SMILES string: On1cncc1S
E_LUMO, hartree: 0.017
Frontier orbital gap, hartree: 0.35298

The geometry in XYZ format:
```
11
Properties=species:S:1:pos:R:3:lowdin_charge:R:1
O 0.4493 1.9592 -0.2074 0.022
N 0.6396 0.6502 0.0992 -0.171
C 1.8673 0.0996 0.1040 -0.150
N 1.7281 -1.2139 -0.0693 0.045
C 0.3491 -1.4736 -0.0524 -0.177
C -0.3430 -0.3556 -0.0834 -0.689
S -2.0092 -0.0860 -0.0270 0.842
H 0.2056 2.5570 0.5178 0.126
H 2.8858 0.4552 0.5535 0.168
H -0.1052 -2.4956 -0.1918 0.129
H -2.2473 -0.4906 1.1919 -0.144
```